(1)
Below is a cluster of 10 separate species, C33H62N8O7 in total in a non-equilibrium geometry, with properties calculated with the ωB97M-V functional and the def2-TZVPD basis.

Structure (XYZ):
```
110
Properties=species:S:1:pos:R:3:mulliken_charge:R:1
C -4.430 -1.334 -0.033 -0.411
C -5.382 -2.370 -0.314 -0.883
C -4.956 -3.477 0.365 -0.339
N -3.850 -3.172 1.102 0.303
C -3.517 -1.867 0.831 -0.719
H -4.373 -0.358 -0.488 0.503
H -6.152 -2.430 -1.066 0.401
H -5.396 -4.463 0.390 0.414
H -3.299 -3.832 1.636 0.271
H -2.609 -1.524 1.307 0.530
C 1.926 6.759 -1.461 -0.366
C 2.531 5.599 -0.908 0.085
C 3.779 5.959 -0.485 -0.857
N 3.922 7.316 -0.686 -0.012
C 2.760 7.808 -1.230 -0.688
H 0.981 6.755 -1.982 0.365
H 2.066 4.630 -0.825 0.481
H 4.518 5.347 0.003 0.387
H 4.638 7.854 -0.235 0.228
H 2.629 8.850 -1.466 0.384
C 2.035 -1.089 -3.441 -0.535
C 1.020 -0.112 -3.433 -0.229
C 1.575 1.135 -3.511 -0.821
N 2.933 0.948 -3.506 0.104
C 3.227 -0.399 -3.454 -0.802
H 1.911 -2.140 -3.639 0.491
H -0.032 -0.342 -3.446 0.229
H 1.115 2.111 -3.498 0.798
H 3.627 1.674 -3.511 0.216
H 4.259 -0.694 -3.540 0.450
C -1.844 4.857 -0.796 -0.420
N -2.375 5.287 -2.064 -0.122
C -1.795 5.021 -3.248 0.861
C -2.296 5.677 -4.507 -1.325
O -0.754 4.369 -3.334 -0.609
H -2.638 4.927 -0.059 0.381
H -0.968 5.438 -0.484 0.272
H -1.433 3.846 -0.837 -0.176
H -3.203 5.855 -2.055 0.203
H -1.451 6.120 -5.016 0.271
H -3.107 6.384 -4.288 0.419
H -2.828 4.988 -5.167 0.281
C 4.392 1.146 4.588 -0.624
N 3.479 1.816 5.508 -0.134
C 2.363 2.518 5.146 0.387
C 2.266 2.912 3.680 -0.530
O 1.516 2.823 5.969 -0.651
H 5.025 0.459 5.140 0.351
H 4.998 1.929 4.115 0.320
H 3.893 0.654 3.759 0.004
H 3.651 1.815 6.498 0.244
H 1.620 3.754 3.463 0.429
H 1.929 2.024 3.138 -0.120
H 3.276 3.151 3.339 0.309
C -2.263 1.505 -2.473 -0.655
N -2.688 0.603 -3.524 0.097
C -3.969 0.558 -3.934 0.689
C -4.252 -0.214 -5.211 -1.096
O -4.896 1.097 -3.352 -0.618
H -2.913 2.367 -2.403 0.404
H -1.250 1.832 -2.731 0.037
H -2.066 1.012 -1.514 0.146
H -2.026 -0.051 -3.894 0.179
H -3.381 -0.519 -5.788 0.321
H -4.797 0.510 -5.825 0.300
H -4.966 -1.018 -5.052 0.247
C 0.194 -1.656 -0.598 -0.769
N 0.663 -0.295 -0.462 0.643
C 0.509 0.449 0.637 0.623
C 0.933 1.892 0.458 -1.078
O 0.022 0.055 1.692 -0.697
H -0.681 -1.683 -1.246 0.375
H -0.014 -2.044 0.398 0.079
H 0.970 -2.334 -0.958 -0.008
H 1.229 0.056 -1.224 -0.104
H 1.974 2.013 0.152 0.367
H 0.760 2.394 1.408 0.538
H 0.346 2.393 -0.315 -0.053
C -0.310 -3.787 3.589 -0.501
N -1.514 -3.963 4.409 -0.146
C -2.552 -4.740 4.015 0.707
C -3.545 -5.118 5.070 -1.284
O -2.622 -5.115 2.847 -0.723
H -0.522 -3.000 2.861 0.131
H -0.175 -4.704 3.018 0.136
H 0.499 -3.591 4.284 0.314
H -1.645 -3.296 5.152 0.245
H -3.810 -4.232 5.653 0.384
H -3.085 -5.850 5.738 0.317
H -4.465 -5.571 4.713 0.322
C 3.755 -2.936 0.497 -0.396
C 3.966 -1.894 1.566 0.914
C 2.972 -1.790 2.692 -0.786
O 4.983 -1.242 1.615 -0.614
H 4.599 -2.838 -0.185 0.316
H 2.818 -2.816 -0.050 -0.284
H 3.726 -3.929 0.947 0.325
H 2.549 -2.751 3.013 0.339
H 2.061 -1.249 2.417 0.069
H 3.499 -1.450 3.578 0.263
C -1.160 -7.015 -0.359 -1.299
C -0.206 -5.839 -0.310 0.728
C 1.288 -6.127 -0.448 -0.710
O -0.594 -4.734 -0.014 -0.377
H -0.949 -7.539 -1.298 0.413
H -2.199 -6.706 -0.351 0.259
H -0.938 -7.665 0.488 0.331
H 1.623 -6.161 -1.484 0.350
H 1.570 -6.957 0.195 0.381
H 1.777 -5.226 -0.065 -0.090
```

## Properties
SMILES ... c1cc[nH]c1.c1cc[nH]c1.c1cc[nH]c1.CNC(C)=O.CNC(C)=O.CNC(C)=O.CNC(C)=O.CNC(C)=O.CC(C)=O.CC(C)=O
Energy ... -2259.3693 Ha
Total charge ... 0
E_HOMO ... -0.2723 Ha
Molar mass ... 682.9 g/mol

***

(2)
Below is a cluster of 2 separate species, C6H10O in total in a non-equilibrium geometry, with properties calculated with the ωB97M-V functional and the def2-TZVPD basis.

Structure (XYZ):
```
17
Properties=species:S:1:pos:R:3:nbo_charge:R:1
C -0.752 2.519 1.665 -0.369
C -0.043 2.037 0.649 -0.220
C -0.129 0.674 0.077 -0.216
C -1.234 -0.056 0.126 -0.201
C -1.274 -1.450 -0.328 -0.212
C -0.414 -2.366 0.110 -0.385
H -0.608 3.532 2.039 0.200
H -1.490 1.966 2.215 0.189
H 0.709 2.700 0.225 0.203
H 0.785 0.335 -0.396 0.193
H -2.145 0.326 0.563 0.210
H -2.043 -1.751 -1.029 0.207
H 0.340 -2.088 0.851 0.192
H -0.434 -3.393 -0.236 0.204
O 2.895 -1.045 -1.741 -0.932
H 2.356 -0.304 -2.040 0.466
H 2.442 -1.358 -0.939 0.470
```

## Properties
SMILES ... C=C/C=C/C=C.O
Energy ... -309.7824 Ha
Total charge ... 0
E_HOMO ... -0.3300 Ha
Molar mass ... 98.1 g/mol

***

- Among the records above, which one has the lowest E_HOMO?
  C6H10O

***

- What is the energy in the first record?
  -2259.3693 Ha